Density functional theory data (the ωB97M-V functional and the def2-TZVPD basis) for a structure of composition C20H22F5NO5PRuSe.

Summary:
* Kohn-Sham gap (spin up / spin down): 6.40 / 6.39 eV
* net charge: +1
* LUMO level (spin up / spin down): -5.33 / -5.33 eV

Geometry as XYZ:
```
56
Properties=species:S:1:pos:R:3:forces:R:3:lowdin_charge:R:1
Ru -0.39822 0.01363 -0.40525 -0.22 -0.73 -0.35 1.074
C -2.33956 2.82403 0.16040 -0.01 -0.07 -0.02 -0.209
P -0.90279 2.27968 -0.78092 0.07 0.04 0.19 0.800
C 0.47526 3.36802 -0.35250 -0.03 -0.03 0.04 -0.199
C -1.27743 2.56278 -2.52489 0.04 0.03 0.01 -0.209
H -2.53047 3.87641 -0.05366 0.00 0.00 -0.02 0.067
H -2.15540 2.68603 1.22322 0.00 0.01 -0.02 0.050
H -3.20946 2.23489 -0.12986 0.00 0.00 0.00 0.063
H 0.12229 4.39485 -0.24859 0.00 0.00 -0.03 0.068
H 1.23340 3.32628 -1.13380 0.01 -0.04 0.01 0.056
H 0.91949 3.04859 0.58967 -0.01 0.03 0.01 0.050
H -1.69139 3.56519 -2.64612 0.01 0.01 0.00 0.068
H -1.99814 1.82959 -2.88262 0.00 0.02 0.00 0.047
H -0.36358 2.47833 -3.11166 -0.01 -0.05 0.00 0.053
F -4.92827 -3.42589 -3.91135 -0.01 0.00 -0.02 0.162
C -4.13054 -3.10001 -2.90983 0.03 0.03 0.02 -0.124
C -3.66163 -1.80013 -2.78987 0.01 0.01 0.00 -0.135
F -4.00812 -0.86802 -3.67039 0.00 0.01 0.00 0.143
C -2.82375 -1.49842 -1.73823 -0.08 -0.18 -0.05 -0.220
F -2.38497 -0.20394 -1.61853 0.13 0.05 0.03 -0.039
C -2.42364 -2.42225 -0.79980 -0.08 0.05 -0.09 -0.462
Se -1.30305 -1.93852 0.65539 0.16 0.24 0.13 0.947
C -2.90891 -3.71236 -0.93666 0.04 0.03 0.02 -0.242
F -2.55683 -4.64003 -0.05077 -0.02 -0.02 -0.01 0.107
C -3.75292 -4.05689 -1.97881 -0.01 -0.02 -0.01 -0.129
F -4.19637 -5.29714 -2.09515 -0.01 -0.01 -0.01 0.160
C 2.15027 -1.88657 -1.48420 -0.04 0.02 -0.01 -0.033
C 1.53867 -0.90536 -2.47459 0.11 -0.13 0.06 -0.657
C 1.33566 -1.55517 -3.83558 0.01 0.02 0.03 -0.023
C 2.36321 0.37276 -2.58104 0.02 -0.04 0.04 -0.025
O 0.20644 -0.51784 -2.04377 -0.09 0.49 0.06 -0.319
H 3.08060 -2.28237 -1.89208 -0.01 0.01 0.00 0.101
H 1.47076 -2.72264 -1.31464 0.00 -0.01 0.00 0.085
H 2.37228 -1.40975 -0.53096 -0.01 0.00 0.03 0.068
H 2.30031 -1.77329 -4.29457 0.00 0.00 0.02 0.099
H 0.78196 -0.88802 -4.49590 0.00 0.00 -0.01 0.090
H 0.78488 -2.49028 -3.73247 -0.02 0.01 -0.01 0.092
H 3.40520 0.13148 -2.79308 -0.02 0.00 -0.04 0.100
H 2.33164 0.91483 -1.63223 0.03 -0.01 0.00 0.069
H 1.98991 1.01191 -3.38250 -0.03 0.02 0.02 0.086
O 1.18124 0.16927 0.85308 -0.14 -0.08 -0.40 -0.130
C 0.47372 0.51202 1.86722 0.62 0.25 -0.36 -0.604
O -0.72715 0.79272 1.61011 -0.14 -0.14 0.43 -0.172
C 1.11207 0.53279 3.18782 -0.42 0.13 0.27 -0.131
C 0.31479 0.37259 4.31846 0.07 0.11 0.01 0.023
C 0.90390 0.36161 5.57034 0.01 -0.03 0.06 0.032
C 2.27355 0.53324 5.65199 0.01 -0.19 -0.11 -0.114
C 3.08144 0.70293 4.54133 0.00 -0.01 0.06 0.031
C 2.49000 0.69048 3.29152 0.07 -0.05 -0.03 0.018
N 2.90710 0.53447 6.99294 -0.15 0.69 0.13 -0.345
O 4.07590 0.84922 7.04892 0.03 -0.26 -0.04 0.100
O 2.18796 0.31255 7.94227 0.08 -0.23 -0.06 0.100
H -0.75442 0.25259 4.21097 -0.01 0.00 0.00 0.130
H 0.32723 0.22336 6.47263 0.00 0.00 0.00 0.129
H 4.14503 0.83586 4.66952 0.01 0.00 0.00 0.129
H 3.09082 0.79992 2.39908 0.00 0.01 0.01 0.127
```
Forces are in eV/Å.

Density functional theory data (the ωB97M-V functional and the def2-TZVPD basis) for an isolated molecule of C3H7NOS2 at a distorted geometry.

Summary:
* Kohn-Sham gap: 9.44 eV
* LUMO level: 0.50 eV

Geometry as XYZ:
```
14
Properties=species:S:1:pos:R:3:forces:R:3:lowdin_charge:R:1
C -1.15555 -0.49551 -0.28344 -3.37 -0.84 -1.90 -0.520
C -0.62883 0.49490 0.68777 -2.54 1.33 -1.05 -0.360
C 1.51721 0.78377 -0.29208 -3.93 2.71 -0.14 -0.379
H -3.66270 0.38000 -1.10295 1.60 -2.08 2.27 -0.043
H -1.13760 -1.47158 0.12043 1.43 -1.28 0.43 0.014
H -0.80845 -0.58118 -1.39354 -0.50 0.76 2.17 0.133
H -0.95232 0.28628 1.70127 -0.32 -0.17 0.02 0.119
H -1.09286 1.53335 0.44089 1.62 -1.16 0.25 0.154
H 1.17808 1.64830 -1.01710 -0.28 -1.49 1.95 0.178
H 2.83144 -1.80105 0.97146 0.68 1.99 -1.55 -0.085
N 2.68186 0.51048 -0.45137 4.04 -2.77 -0.57 -0.359
O 0.70081 0.23999 0.67532 3.69 1.06 -0.42 -0.087
S -3.03084 -0.62847 -0.07005 -1.15 2.56 -2.84 0.590
S 3.55976 -0.89927 0.01339 -0.97 -0.62 1.36 0.646
```
Forces are in eV/Å.

Density functional theory data (the ωB97M-V functional and the def2-TZVPD basis) for an isolated molecule of C4H9NO at a distorted geometry.

Summary:
* Kohn-Sham gap: 9.62 eV
* LUMO level: 0.80 eV

Geometry as XYZ:
```
15
Properties=species:S:1:pos:R:3:forces:R:3:lowdin_charge:R:1
C -0.19383 -1.39914 1.24924 -0.01 0.03 -0.08 -0.091
C 0.97179 -0.42650 1.04900 0.14 0.11 0.04 -0.251
N 1.12709 -0.02294 -0.36231 -0.28 0.31 -0.60 0.023
C 0.32164 1.03851 -0.80568 -3.88 0.17 1.98 -0.392
O -0.07448 1.82141 0.04380 2.47 1.45 2.38 -0.012
C -1.04187 1.19860 -1.66906 0.80 -1.20 -1.43 -0.019
H -0.29095 -1.68464 2.30434 0.07 0.10 -0.18 0.072
H -0.06089 -2.31399 0.66151 0.00 0.14 0.06 0.069
H -1.13387 -0.92812 0.94198 0.12 -0.07 0.03 0.070
H 0.79465 0.47894 1.63217 0.14 -0.15 -0.08 0.102
H 1.90652 -0.87339 1.40439 -0.08 0.09 -0.19 0.111
H 1.74307 -0.58427 -0.93101 -0.52 0.20 -0.28 0.122
H -1.16217 0.26086 -2.16482 -0.52 -0.44 -1.21 0.041
H -0.95473 2.06555 -2.32371 0.09 -0.40 -0.23 0.065
H -1.95195 1.36912 -1.02985 1.46 -0.33 -0.21 0.091
```
Forces are in eV/Å.

Density functional theory data (the ωB97M-V functional and the def2-TZVPD basis) for an isolated molecule of C4H8O3.

Summary:
* Kohn-Sham gap: 11.33 eV
* LUMO level: 0.80 eV

Geometry as XYZ:
```
15
Properties=species:S:1:pos:R:3:forces:R:3:lowdin_charge:R:1
C -0.63219 -2.11410 0.91649 -0.13 -0.24 0.04 -0.035
O 0.07474 -0.87606 0.84355 0.01 0.15 -0.05 -0.036
C -0.59049 0.15809 0.32428 -0.31 0.02 -0.14 -0.467
O -1.78707 0.19299 0.14187 0.50 -0.07 0.09 0.121
C 0.35992 1.24617 -0.13847 0.16 -0.17 0.10 -0.354
C 1.18673 0.64890 -1.28153 0.06 -0.01 -0.10 -0.023
O -0.35919 2.37862 -0.54209 -0.19 -0.01 -0.02 -0.010
H -1.49103 -2.04725 1.58630 0.10 0.03 -0.06 0.096
H 0.09430 -2.83693 1.28738 -0.16 0.07 -0.02 0.095
H -0.97208 -2.39919 -0.08320 0.00 0.01 0.16 0.102
H 1.02307 1.51717 0.69311 -0.09 -0.03 -0.09 0.157
H 1.77274 -0.20185 -0.92209 -0.04 0.16 -0.08 0.083
H 1.85940 1.40344 -1.69412 -0.10 -0.05 0.07 0.086
H 0.51880 0.30482 -2.07973 0.11 0.08 0.09 0.095
H -1.28784 2.10491 -0.61129 0.08 0.07 0.01 0.091
```
Forces are in eV/Å.

For the records above, the corresponding ΔE to the lowest compared entry with this formula, charge and spin values read 0.0, 95.6, 64.7, 18.0 kcal/mol.